1.
Density functional theory data (ωB97M-V with the def2-TZVPD basis set) for a molecular structure, C27H24ClFMnN3O3S5.

The geometry in XYZ format:
```
65
Properties=species:S:1:pos:R:3:mulliken_spin:R:1
Mn 4.3756 0.7067 0.4999 4.153
S 10.4826 -1.3232 3.7885 -0.006
C 9.0896 -0.9682 2.9997 0.000
S 7.5163 -1.2053 3.6853 0.003
C 6.5993 -0.5867 2.3351 0.005
C 7.3060 -0.1697 1.2757 0.013
S 6.5653 0.5300 -0.1379 -0.139
S 9.0415 -0.3173 1.3953 0.004
S 4.8581 -0.5245 2.3759 -0.100
F -2.0685 -2.2074 1.3850 0.004
C -1.7968 -0.9404 -0.8135 -0.058
C 0.1515 -0.8596 0.3981 -0.259
C 0.2636 0.6188 0.1638 0.077
C 1.5426 1.2276 0.2943 -0.062
O 2.5344 0.5893 0.8222 -0.013
C 1.7542 2.5531 -0.1757 0.030
C 0.6767 3.3609 -0.2749 -0.022
N -0.5771 2.8843 -0.1546 0.008
C -1.6415 3.8459 0.0420 0.002
C -1.4636 4.8557 1.1335 -0.001
C -2.4469 3.7358 1.2970 0.000
C -0.8386 1.5106 -0.2318 -0.011
C -2.1727 1.2868 -0.8123 -0.030
C -2.6039 0.0289 -1.2726 -0.026
N -3.7964 -0.2308 -1.9921 -0.001
C -4.1016 -1.6515 -2.1140 -0.003
C -4.6826 -2.2120 -0.7900 0.000
N -4.5234 -1.1726 0.2655 0.001
C -5.2907 0.0761 -0.0485 0.002
C -4.9618 0.4930 -1.5092 0.000
C 3.1134 3.1252 -0.5146 0.014
O 3.1869 4.2814 -0.8694 0.019
O 4.1272 2.3079 -0.4491 0.036
H -0.2018 -2.4863 0.8324 0.009
H 0.7970 4.4196 -0.4591 -0.003
H -2.1327 4.1704 -0.8673 0.001
H -1.8393 5.8547 0.9646 0.000
H -0.5522 4.8196 1.7141 0.001
H -3.5039 3.9621 1.2609 0.000
H -2.1836 2.9367 1.9769 0.000
H -2.7711 2.1643 -1.0121 -0.009
H -3.1828 -2.1680 -2.3764 0.004
H -4.8159 -1.7845 -2.9266 0.000
H -4.1514 -3.1060 -0.4721 0.002
H -5.7452 -2.4382 -0.8803 0.000
H -3.5129 -0.9193 0.2568 -0.006
H -4.7596 -1.5397 1.1839 0.000
H -4.9796 0.8422 0.6580 -0.001
H -6.3530 -0.1253 0.0860 0.000
H -4.7737 1.5616 -1.5716 0.000
H -5.7980 0.2577 -2.1671 0.000
Cl -0.9912 -1.8228 0.0805 0.030
C -0.5863 -2.9351 -0.7752 0.176
C 1.2816 -1.4917 1.1868 0.010
C 1.9810 -2.5241 0.6680 0.007
C 2.1584 -2.9019 -0.8056 -0.039
C 3.1106 -2.3027 -1.5117 0.034
C 1.3094 -3.9681 -1.5116 0.239
C -0.0479 -3.9915 -1.5017 -0.091
H 1.2181 -1.4122 2.2700 -0.012
H 2.5694 -3.1410 1.3407 0.003
H 3.2956 -2.5377 -2.5526 0.001
H 3.7423 -1.5425 -1.0657 -0.004
H 1.8501 -4.7544 -2.0289 0.017
H -0.6500 -4.7450 -1.9906 -0.009
```

The calculation puts the HOMO energy (alpha / beta) at -0.243 / -0.246 hartree. For the energy above the lowest of the compared OMol25 structures with the same formula, charge and spin, the calculation gives 497.0 kcal/mol. Its spin multiplicity is 5. Its expectation value of S² is 6.448.

---

2.
Density functional theory data (ωB97M-V with the def2-TZVPD basis set) for a molecular structure, C29H30N7O2STi.

The geometry in XYZ format:
```
70
Properties=species:S:1:pos:R:3:mulliken_spin:R:1
Ti -0.5855 -0.0623 -0.0587 0.152
C 3.0449 -2.8864 -2.7794 -0.001
C 2.1052 -2.2736 -3.5997 0.002
C 1.3765 -1.1902 -3.1453 0.001
C 1.5814 -0.6915 -1.8540 -0.005
C 2.5315 -1.3081 -1.0413 -0.001
C 3.2520 -2.4008 -1.4990 0.001
N 0.7888 0.3646 -1.3541 0.018
C 0.5454 1.4825 -2.1252 0.079
C 1.3966 2.0151 -3.0963 -0.050
C 1.0405 3.1750 -3.7613 0.081
C -0.1629 3.8242 -3.4782 -0.026
C -1.0284 3.3141 -2.5318 0.091
C -0.6870 2.1397 -1.8590 -0.054
N -1.4355 1.4602 -0.9253 0.176
N -2.6977 1.7929 -0.6960 0.366
C -3.2420 0.9539 0.2072 -0.037
C -4.6365 0.9280 0.4112 0.056
C -5.1674 -0.0149 1.2466 0.003
C -4.3165 -0.9138 1.9131 0.069
C -2.9670 -0.8204 1.6985 -0.003
N -2.4178 0.0904 0.8751 0.091
H 3.6039 -3.7409 -3.1379 0.000
H 1.9212 -2.6581 -4.5952 0.000
H 0.6172 -0.7363 -3.7680 -0.003
H 2.6982 -0.9317 -0.0388 0.000
H 3.9721 -2.8775 -0.8462 0.000
H 2.3364 1.5198 -3.3026 -0.003
H 1.7051 3.5816 -4.5127 0.006
H -0.4165 4.7313 -4.0110 0.000
H -1.9704 3.7973 -2.3090 0.008
H -5.2423 1.6307 -0.1423 0.001
H -6.2384 -0.0790 1.3876 0.000
H -4.7132 -1.6771 2.5657 0.004
H -2.2769 -1.4906 2.1937 0.005
O 1.2316 -3.1374 1.4628 -0.001
C 0.3333 -2.7687 0.7358 -0.003
O -0.1375 -1.5366 0.8092 -0.017
C -0.3001 -3.6533 -0.2769 0.001
C 0.0108 -5.0134 -0.1808 -0.001
C -0.5069 -5.9346 -1.0631 0.000
C -1.3540 -5.4933 -2.0771 0.001
C -1.6691 -4.1566 -2.1887 0.000
C -1.1583 -3.1998 -1.2967 0.002
S -1.6527 -1.5457 -1.6320 -0.008
H 0.6761 -5.3127 0.6181 0.000
H -0.2564 -6.9829 -0.9699 0.000
H -1.7682 -6.2022 -2.7836 0.000
H -2.3245 -3.8080 -2.9768 0.000
C -0.0303 3.5557 3.8255 0.001
N 0.2715 3.0498 2.4960 0.003
C -0.6479 3.4910 1.4653 0.016
C 0.9531 1.8831 2.3244 -0.004
N 0.6447 1.0441 1.3842 -0.009
N 1.9789 1.6432 3.2096 0.000
C 2.9213 2.7002 3.5440 0.000
C 2.5350 0.3042 3.2838 0.002
H -1.0889 3.3980 4.0562 0.000
H 0.1723 4.6273 3.8775 0.000
H 0.5612 3.0429 4.5765 0.000
H -0.8237 4.5585 1.5984 -0.003
H -1.6101 2.9717 1.5155 -0.006
H -0.2104 3.3256 0.4857 -0.004
H 1.3561 0.3215 1.3027 0.004
H 2.5427 3.6646 3.2191 0.000
H 3.8789 2.5231 3.0436 0.000
H 3.1012 2.7311 4.6210 0.000
H 1.7474 -0.4444 3.2140 0.000
H 3.0310 0.1930 4.2477 0.000
H 3.2770 0.1126 2.4982 -0.001
```

The calculation puts the HOMO energy (alpha / beta) at -0.249 / -0.260 hartree. For the energy above the lowest of the compared OMol25 structures with the same formula, charge and spin, the calculation gives 7.2 kcal/mol. Its spin multiplicity is 2. Its expectation value of S² is 0.767.

---

3.
Density functional theory data (ωB97M-V with the def2-TZVPD basis set) for a single C6H7NO molecule.

The geometry in XYZ format:
```
15
Properties=species:S:1:pos:R:3:nbo_charge:R:1
O 2.3721 -0.0446 0.1465 -0.536
C 1.1662 0.0035 -0.2042 0.549
C 0.3289 1.4717 -0.1246 -0.252
C -0.9480 1.3801 0.2047 -0.201
C -1.4250 0.0403 0.0131 -0.138
C -0.7595 -0.8285 1.1074 -0.385
C 0.2756 -1.1059 -0.1442 -0.178
N -0.7669 -0.5815 -1.1727 -0.536
H 0.9441 2.3433 -0.2409 0.222
H -1.7269 2.0545 0.5623 0.230
H -2.5396 0.1582 -0.3544 0.216
H -0.1724 -0.4986 1.8990 0.229
H -1.2428 -1.7989 1.2901 0.216
H 0.8859 -2.1228 -0.2289 0.240
H -1.5857 -1.4755 -1.0035 0.325
```

The calculation puts the HOMO energy at -0.354 hartree. For the energy above the lowest of the compared OMol25 structures with the same formula, charge and spin, the calculation gives 106.5 kcal/mol. The structure (SMILES) is O=C1C=C[C@@H]2C[C@H]1N2.

---

Calculated total energy for the records above, in order: -5134.4255, -2904.6506, -362.6437 Ha